{
  "formula": "C3H8O",
  "method": "the ωB97M-V functional and the def2-TZVPD basis",
  "symbols": ["H", "H", "C", "C", "H", "H", "H", "H", "C", "O", "H", "H"],
  "xyz": [[0.92771, 0.27402, 1.05997], [0.77756, 0.68323, 1.66427], [0.96990, -1.24685, -0.53905], [0.36552, -0.54108, -1.48844], [2.03081, -1.13601, -0.32572], [0.41896, -1.94468, 0.08805], [-0.69861, -0.63982, -1.67285], [0.90192, 0.19482, -2.08235], [-1.42225, 1.09401, 0.82535], [-1.93853, 0.23441, 0.15981], [-0.86648, 1.94205, 0.38003], [-1.46652, 1.08589, 1.93094]],
  "de_lowest_ev": 2.845,
  "energy_ha": -194.231393,
  "largest_force_ev_per_a": 0.6,
  "homo_ev": -9.96,
  "lumo_ha": 0.0345,
  "gap_ev": 10.894,
  "smiles": "[H][H].C=C.C=O"
}

{
  "formula": "C36H34AsN4O9Rb",
  "method": "the ωB97M-V functional and the def2-TZVPD basis",
  "symbols": ["Rb", "O", "C", "C", "N", "C", "C", "O", "O", "C", "C", "O", "O", "H", "H", "H", "H", "H", "H", "H", "H", "H", "O", "C", "C", "C", "C", "C", "C", "C", "O", "N", "O", "O", "H", "H", "H", "H", "N", "C", "C", "C", "N", "C", "C", "H", "H", "H", "H", "H", "H", "C", "C", "C", "C", "C", "C", "As", "C", "C", "C", "C", "C", "C", "C", "C", "C", "C", "C", "C", "H", "H", "H", "H", "H", "H", "H", "H", "H", "H", "H", "H", "H", "H", "H"],
  "xyz": [[0.33097, -0.11833, -0.76892], [-0.50498, 2.69109, 1.33736], [-0.84044, 3.70769, 0.41459], [-2.09473, 3.34453, -0.36487], [-1.84257, 2.20746, -1.23489], [-1.46100, 2.59647, -2.59899], [-0.36904, 1.64097, -3.12547], [-0.76394, 0.52748, -3.54958], [0.81349, 2.02305, -2.96741], [-2.88289, 1.19675, -1.19240], [-3.04848, 0.50128, 0.17464], [-2.10861, 0.62625, 1.01934], [-4.08094, -0.17011, 0.32275], [-1.09581, 1.90750, 1.15750], [-0.01020, 3.86236, -0.28668], [-1.00102, 4.64701, 0.96211], [-2.45866, 4.21806, -0.93155], [-2.87270, 3.07983, 0.35666], [-1.04707, 3.60475, -2.56499], [-2.34037, 2.58594, -3.26367], [-2.62544, 0.41565, -1.91271], [-3.86746, 1.59344, -1.49426], [1.73643, -2.68710, -1.44730], [2.89087, -3.05496, -1.46676], [4.04428, -2.48442, -0.77835], [5.22990, -3.18960, -0.89907], [6.39620, -2.76133, -0.29009], [6.39744, -1.55844, 0.45634], [5.25746, -0.83673, 0.58434], [3.99378, -1.25120, -0.00272], [2.96185, -0.57840, 0.15903], [7.59194, -3.52557, -0.42205], [8.61505, -3.11703, 0.12582], [7.57099, -4.56420, -1.08070], [3.16524, -3.94861, -2.07413], [5.25009, -4.10324, -1.48134], [7.31807, -1.23408, 0.92124], [5.24012, 0.08117, 1.15860], [-3.51377, -6.02733, 1.04074], [-2.78111, -4.89488, 0.65903], [-1.80761, -4.97123, -0.33408], [-1.09494, -3.82853, -0.65507], [-1.28230, -2.64790, -0.06852], [-2.21287, -2.58178, 0.88569], [-2.97382, -3.66984, 1.28270], [-3.61418, -6.70889, 0.30472], [-4.40486, -5.80442, 1.45671], [-1.61040, -5.90430, -0.84946], [-0.32450, -3.85639, -1.41714], [-2.37013, -1.60514, 1.33026], [-3.72740, -3.54702, 2.05147], [-0.16298, 2.17881, 6.96759], [-0.71131, 2.56944, 5.75088], [-0.14338, 2.14898, 4.55814], [0.99657, 1.33992, 4.56539], [1.53527, 0.94888, 5.78541], [0.95871, 1.36467, 6.98161], [1.67208, 0.78605, 2.80295], [2.61376, 2.44829, 2.36236], [2.81735, 3.48788, 3.26385], [3.46050, 4.65299, 2.86428], [3.89994, 4.79201, 1.55548], [3.69367, 3.76081, 0.64899], [3.05325, 2.59641, 1.04858], [3.22397, -0.25636, 3.41367], [3.18129, -1.63598, 3.24255], [4.25186, -2.43427, 3.62347], [5.38357, -1.85851, 4.18165], [5.43830, -0.48179, 4.35669], [4.36581, 0.31194, 3.97306], [-0.61297, 2.50293, 7.89879], [-1.59406, 3.19744, 5.73018], [-0.57285, 2.45184, 3.60778], [2.41319, 0.31473, 5.81109], [1.39138, 1.04880, 7.92410], [2.46419, 3.39570, 4.28453], [3.60988, 5.45557, 3.57779], [4.39222, 5.70463, 1.24035], [4.01431, 3.86199, -0.38038], [2.90022, 1.79609, 0.33506], [2.31407, -2.08744, 2.77313], [4.21090, -3.50410, 3.45843], [6.22906, -2.47702, 4.45750], [6.32487, -0.02306, 4.77914], [4.42146, 1.38803, 4.09704]],
  "de_lowest_ev": 0.472,
  "energy_ha": -4548.377085,
  "largest_force_ev_per_a": 0.1,
  "homo_ev": -2.77,
  "total_charge": -2,
  "lumo_ha": 0.1438,
  "gap_ev": 6.679
}

{
  "formula": "C7H15N4O",
  "method": "the ωB97M-V functional and the def2-TZVPD basis",
  "symbols": ["C", "C", "C", "C", "C", "O", "N", "C", "N", "N", "C", "N", "H", "H", "H", "H", "H", "H", "H", "H", "H", "H", "H", "H", "H", "H", "H"],
  "xyz": [[-4.55426, -1.04566, 0.97057], [-3.42316, -0.23343, 0.26776], [-2.05489, -0.67805, 0.71953], [-0.86544, 0.22135, 0.23999], [0.44560, -0.48620, 0.25208], [1.30651, 0.64953, 0.04685], [2.66072, 0.29625, -0.02041], [3.54471, 1.71321, -0.01803], [3.67171, 2.08021, -1.36013], [3.86624, 1.22954, -2.25544], [3.71854, -0.05321, -2.03503], [2.99562, -0.53071, -1.12220], [-4.27363, -2.04572, 0.68082], [-4.42996, -0.79846, 2.07534], [-5.54852, -0.88675, 0.37597], [-3.44414, 0.77281, 0.51370], [-3.66025, -0.16721, -0.74950], [-1.77532, -0.84428, 1.82359], [-2.04268, -1.57912, 0.26070], [-0.98526, 1.21803, 0.86043], [-0.96330, 0.55500, -0.91502], [0.74284, -1.14498, -0.53324], [0.54489, -1.04027, 1.11729], [3.03940, -0.35542, 0.68047], [4.37640, 1.40266, 0.44852], [3.00260, 2.34318, 0.52062], [4.10503, -0.59229, -2.84524]],
  "de_lowest_ev": 8.537,
  "energy_ha": -569.437227,
  "largest_force_ev_per_a": 5.9,
  "homo_ev": -13.57,
  "total_charge": 1,
  "lumo_ha": -0.2259,
  "gap_ev": 7.423,
  "smiles": "CCCCCO[N@@H+]1CN=NC=N1"
}

{
  "formula": "C3H11NO",
  "method": "the ωB97M-V functional and the def2-TZVPD basis",
  "symbols": ["C", "C", "N", "C", "H", "H", "H", "H", "H", "H", "H", "H", "H", "O", "H", "H"],
  "xyz": [[2.01427, 0.46093, -0.44225], [0.52381, 0.58923, -0.51874], [-0.09664, 0.19660, -1.86929], [-1.49491, 0.70332, -1.73619], [2.23496, -0.07376, 0.42989], [2.63837, 1.39512, -0.21432], [2.28451, -0.11958, -1.30212], [0.22940, 1.62475, -0.38865], [-0.12565, -0.14375, 0.07922], [0.21110, -0.74268, -2.03676], [-1.54489, 1.52240, -2.45280], [-2.14607, -0.18123, -1.87139], [-1.75840, 1.36243, -0.85828], [-0.84145, -2.60722, 4.40863], [-1.75631, -2.33673, 4.22182], [-0.37210, -1.64983, 4.55122]],
  "de_lowest_ev": 2.592,
  "energy_ha": -250.801380,
  "largest_force_ev_per_a": 4.1,
  "homo_ev": -8.36,
  "lumo_ha": 0.0241,
  "gap_ev": 9.016,
  "smiles": "CCNC.O"
}

{
  "formula": "C5H7NO",
  "method": "the ωB97M-V functional and the def2-TZVPD basis",
  "symbols": ["H", "N", "C", "C", "C", "C", "H", "H", "H", "H", "C", "O", "H", "H"],
  "xyz": [[0.27387, 1.32548, 0.27084], [-0.50648, 0.66288, 0.32183], [-0.13953, -0.48965, -0.04851], [1.25009, -0.90621, -0.49812], [2.21713, 0.18885, -0.42204], [2.94888, 1.14057, -0.32493], [-0.89131, -1.28657, -0.03902], [1.57704, -1.74779, 0.12652], [1.18842, -1.29635, -1.52220], [3.61409, 1.97235, -0.24385], [-2.86046, 0.09964, 1.37097], [-3.28033, -0.78223, 0.66045], [-3.11447, 1.16365, 1.21645], [-2.21468, -0.10824, 2.24514]],
  "de_lowest_ev": 3.350,
  "energy_ha": -324.601371,
  "largest_force_ev_per_a": 0.6,
  "homo_ev": -9.64,
  "lumo_ha": 0.0325,
  "gap_ev": 10.522,
  "smiles": "[H]/N=C\\CC#C.C=O"
}

{
  "formula": "C24H22BF4GeNO6S2Ta",
  "method": "the ωB97M-V functional and the def2-TZVPD basis",
  "symbols": ["Ta", "S", "C", "C", "N", "C", "H", "H", "H", "O", "C", "O", "C", "C", "Ge", "C", "C", "C", "C", "C", "C", "C", "C", "C", "C", "C", "C", "C", "C", "C", "C", "C", "C", "H", "H", "H", "H", "H", "H", "H", "H", "H", "H", "H", "H", "H", "H", "H", "H", "H", "H", "H", "F", "B", "F", "F", "F", "O", "S", "O", "O", "O"],
  "xyz": [[-0.44732, -0.95162, 1.54186], [-2.61982, -1.66278, 5.60113], [-2.66943, 0.00640, 5.23370], [-2.00631, 0.25579, 4.08473], [-1.47741, -0.87943, 3.49802], [-1.74108, -1.96121, 4.20557], [-3.16643, 0.71391, 5.87531], [-1.85743, 1.21993, 3.62385], [-1.43248, -2.94958, 3.90145], [-0.34810, 2.82988, 2.82043], [0.31462, 2.17251, 2.08678], [-0.04418, 0.85972, 1.82128], [1.57999, 2.54637, 1.37323], [1.62224, 2.30816, -0.14851], [0.56843, 0.98527, -1.14518], [-1.32634, 1.36305, -1.22901], [-1.92017, 2.31814, -0.40501], [-3.29025, 2.53426, -0.44043], [-4.08429, 1.79463, -1.30447], [-3.50473, 0.85958, -2.15113], [-2.13500, 0.65179, -2.11816], [0.87570, -0.90440, -0.43007], [2.17126, -1.15459, 0.09355], [2.78488, -2.38302, -0.06197], [2.13312, -3.39205, -0.76574], [0.87140, -3.18591, -1.31245], [0.25654, -1.95909, -1.15666], [1.32432, 0.86451, -2.92887], [0.70490, 1.53194, -3.98419], [1.25119, 1.49243, -5.26013], [2.41911, 0.78226, -5.49313], [3.04429, 0.11183, -4.44983], [2.49879, 0.15426, -3.17617], [2.36288, 1.96048, 1.86164], [1.77055, 3.59192, 1.60892], [2.65561, 2.12105, -0.44581], [1.34871, 3.23147, -0.66817], [-1.32041, 2.92340, 0.26416], [-3.73526, 3.28291, 0.20186], [-5.15380, 1.95635, -1.32875], [-4.11953, 0.29424, -2.83881], [-1.69715, -0.06545, -2.80413], [2.68321, -0.36843, 0.63990], [3.76681, -2.55741, 0.35658], [2.61764, -4.35211, -0.88963], [0.36912, -3.97650, -1.85267], [-0.72791, -1.80315, -1.58256], [-0.21068, 2.08777, -3.81696], [0.76305, 2.01559, -6.07173], [2.84329, 0.74932, -6.48786], [3.95608, -0.44221, -4.63051], [2.99952, -0.37791, -2.37350], [2.84092, -0.03338, 3.27162], [2.49353, -0.95726, 4.16148], [3.17607, -2.07102, 4.25117], [1.50288, -0.69502, 4.99208], [0.88274, -1.88575, 2.51000], [-1.24154, -2.83458, 1.37315], [-2.60631, -2.41935, 0.73712], [-2.73220, -2.91442, -0.58538], [-2.17750, -0.86727, 0.67310], [-3.66036, -2.56624, 1.67390]],
  "de_lowest_ev": 0.000,
  "energy_ha": -4788.756050,
  "largest_force_ev_per_a": 0.4,
  "homo_ev": -11.95,
  "total_charge": 1,
  "lumo_ha": -0.1533,
  "gap_ev": 7.779
}